DFT (wB97M-V/def2-TZVPD) results for a cluster of 3 separate species, C3H10O4 in total.

The geometry in ORCA input format:
```
! wB97M-V def2-TZVPD RIJCOSX def2/J DEFGRID3
* xyz 0 1
O 0.03850 -1.93279 -0.89030
C -0.54716 -0.88453 -0.83158
O -1.28470 -0.74113 0.41079
C -0.62262 0.33863 -1.62339
C 0.78021 0.66531 -2.33131
H -1.14570 -1.58211 1.09940
H -1.12428 1.11220 -0.90554
H -1.39276 0.22011 -2.33870
H 0.39207 0.73805 -3.44034
H 1.55328 -0.07518 -2.35167
H 1.37366 1.60474 -1.89796
H 1.32159 -1.00649 2.97714
H 1.20430 -0.45088 1.60774
O 1.09258 -0.11130 2.51298
H 0.67999 1.46401 1.93996
H 0.04190 2.64569 2.45777
O 0.08280 2.11189 1.66277
*
```

## Properties
structure (SMILES) = CCC(=O)O.O.O
gap between HOMO and LUMO = 10.699 eV
DFT total energy = -11461.7332 eV
ΔE to the lowest compared entry with this formula, charge and spin = 46.51 kcal per mole

DFT (wB97M-V/def2-TZVPD) results for a cluster of 3 separate species, C29H52F6O11S2 in total.

The geometry in ORCA input format:
```
! wB97M-V def2-TZVPD RIJCOSX def2/J DEFGRID3
* xyz 0 1
C 2.06443 -1.10635 3.18342
O 3.39580 -0.96340 3.62479
C 4.34590 -1.79111 2.96720
C 5.10991 -1.04900 1.87747
C 4.42322 -1.02979 0.50075
C 5.38350 -0.68428 -0.65019
C 5.25393 0.77125 -1.11777
C 4.09817 0.99361 -2.11875
C 3.24425 2.22687 -1.83671
C 2.59233 2.17910 -0.45564
C 1.38946 3.10788 -0.32228
C 0.68403 2.95480 1.02306
C 0.21994 1.51070 1.32447
C -1.26140 1.35947 1.72690
C -2.32437 1.08554 0.61927
C -3.13052 -0.21444 0.88548
C -2.39691 -1.46639 1.40511
C -1.03882 -1.75916 0.75316
C -1.23911 -2.56100 -0.53617
S 0.25508 -2.79365 -1.46681
O 1.37491 -2.56957 -0.61760
O 0.14802 -3.99787 -2.23045
O 0.23332 -1.56304 -2.48031
C -3.37994 2.22980 0.59276
C -3.04179 3.31205 -0.41060
O -3.41771 2.84073 -1.73003
S -2.73868 1.47437 -2.18179
O -1.87113 1.75044 -3.28292
O -3.77427 0.49947 -2.33847
C -1.70218 1.04997 -0.79934
H 1.55375 -1.91206 3.72377
H 1.54799 -0.16574 3.37617
H 2.00523 -1.32031 2.11571
H 3.84956 -2.67486 2.54812
H 5.03929 -2.14118 3.73508
H 6.09954 -1.49865 1.75971
H 5.23631 -0.02153 2.23032
H 3.99144 -2.01998 0.32945
H 3.60074 -0.31164 0.51217
H 5.16002 -1.32489 -1.50802
H 6.41542 -0.90896 -0.36989
H 6.18411 1.05626 -1.61518
H 5.13683 1.42345 -0.24928
H 4.51844 1.07087 -3.12328
H 3.43199 0.12441 -2.11976
H 3.84393 3.13704 -1.94242
H 2.44965 2.30541 -2.58610
H 3.31677 2.51086 0.29303
H 2.30775 1.14508 -0.24776
H 0.69529 2.97488 -1.15971
H 1.74849 4.13866 -0.41339
H 1.36616 3.28832 1.80806
H -0.16476 3.64537 1.06938
H 0.48377 0.87311 0.48128
H 0.80522 1.14482 2.16900
H -1.53102 2.28834 2.22898
H -1.32825 0.58833 2.49365
H -3.89449 0.03529 1.62808
H -3.67550 -0.47174 -0.02593
H -2.29741 -1.44641 2.48975
H -3.05618 -2.31610 1.19819
H -0.48696 -0.85215 0.53934
H -0.41575 -2.34002 1.43264
H -1.97903 -2.08592 -1.18447
H -1.59419 -3.56735 -0.31294
H -0.28471 -1.81481 -3.26151
H -4.32108 1.79729 0.23910
H -3.58700 2.62750 1.58673
H -1.98231 3.57985 -0.42506
H -3.60542 4.22520 -0.24257
H -0.86051 1.72548 -0.92144
H -1.35594 0.06031 -1.09301
C -7.26135 2.27703 6.68136
C -6.03170 1.78778 7.41071
O -5.01641 1.33635 6.48173
C -4.26874 2.27844 5.93744
O -4.32398 3.45752 6.11814
C -3.21641 1.63091 5.00654
F -3.76704 0.69668 4.21786
F -2.25350 1.05006 5.73246
F -2.65659 2.55409 4.22691
H -7.64679 1.50110 6.01987
H -8.03546 2.53663 7.40268
H -7.03756 3.16013 6.08432
H -6.25039 0.91297 8.01802
H -5.60623 2.55831 8.05202
C 0.35718 -4.35761 -5.40480
C 0.15605 -3.13319 -6.26806
O 1.30805 -2.87664 -7.10130
C 1.38778 -3.58815 -8.21350
O 0.61563 -4.40766 -8.61144
C 2.65155 -3.17427 -9.00535
F 3.72052 -3.08151 -8.20709
F 2.44914 -1.97754 -9.57774
F 2.91031 -4.06165 -9.96099
H 1.26298 -4.26575 -4.80747
H -0.48548 -4.48792 -4.72876
H 0.44268 -5.24835 -6.02668
H 0.05735 -2.22626 -5.67214
H -0.72804 -3.22032 -6.89869
*
```

## Properties
structure (SMILES) = COCCCCCCCCCCCC[C@@]1(CCCCS(=O)(=O)O)CCOS(=O)(=O)C1.CCOC(=O)C(F)(F)F.CCOC(=O)C(F)(F)F
gap between HOMO and LUMO = 9.820 eV
DFT total energy = -91414.1953 eV

DFT (wB97M-V/def2-TZVPD) results for a cluster of 5 separate species, C18H50N4O6 in total.

The geometry in ORCA input format:
```
! wB97M-V def2-TZVPD RIJCOSX def2/J DEFGRID3
* xyz 0 1
C 3.60477 -6.83614 3.81668
C 2.26877 -7.59699 4.01412
C 2.12863 -8.89389 3.16624
O 2.07888 -8.80416 1.71737
C 1.41149 -9.84284 1.01271
N 2.00392 -7.85160 5.49389
H 3.49572 -6.31112 2.86770
H 4.49005 -7.43788 3.61104
H 3.91230 -6.08649 4.54575
H 1.40361 -6.93546 3.96990
H 1.23952 -9.44220 3.47760
H 2.94154 -9.52899 3.51827
H 1.88795 -10.82261 1.04645
H 1.45384 -9.48431 -0.01577
H 0.35978 -9.99061 1.25798
H 1.84269 -7.03792 6.07012
H 2.86206 -8.17324 5.91844
C -2.38596 -3.25894 -2.55363
C -1.42311 -4.37730 -2.12712
C -2.15522 -5.49427 -1.36056
O -2.48388 -5.04070 0.02818
C -3.63413 -5.56175 0.56922
N -0.82282 -4.97838 -3.35605
H -3.27693 -3.18165 -1.93048
H -2.95742 -3.45825 -3.46017
H -1.86382 -2.32217 -2.74836
H -0.52659 -4.03513 -1.61012
H -1.42195 -6.30016 -1.33011
H -2.99195 -5.87661 -1.94519
H -3.46545 -6.52939 1.04179
H -4.48893 -5.44972 -0.09777
H -3.84380 -4.95766 1.45195
H -0.24312 -4.41213 -3.95888
H -0.34607 -5.79202 -2.99436
C 3.07079 3.99266 -6.82209
C 2.77031 3.95107 -5.25852
C 2.69776 5.46552 -4.58851
O 2.19033 5.50710 -3.20449
C 3.19750 5.08428 -2.24065
N 1.49504 3.20088 -5.04903
H 4.10353 4.31954 -6.94335
H 2.37065 4.53261 -7.45956
H 3.37141 3.01632 -7.20222
H 3.64515 3.38819 -4.93305
H 2.04880 6.09822 -5.19401
H 3.64787 5.99970 -4.58351
H 2.75669 4.90608 -1.25982
H 4.01604 5.80089 -2.17297
H 3.60475 4.09967 -2.47037
H 0.85315 3.85411 -4.62318
H 1.84964 2.58095 -4.33485
C -2.96974 7.05720 2.13726
C -2.53785 8.56209 2.38878
C -3.30462 9.54814 1.56638
O -3.01009 9.65582 0.09354
C -1.76316 10.14171 -0.20501
N -2.82974 8.61780 3.74088
H -3.92263 6.68430 2.51285
H -2.12378 6.43974 2.43927
H -2.91081 6.79912 1.07989
H -1.46893 8.63676 2.18890
H -3.19024 10.53854 2.00698
H -4.35891 9.35070 1.76023
H -1.50359 11.05248 0.33464
H -1.53685 10.36806 -1.24696
H -0.96791 9.42366 -0.00486
H -3.70088 8.16425 3.97650
H -2.09228 8.25024 4.32496
C -0.31726 -0.70719 1.40045
C -0.15453 0.66569 2.07645
O -1.25886 0.80294 2.94913
O -0.26585 -1.74495 2.43615
H 0.46933 -0.91819 0.67597
H -1.32066 -0.68937 0.97505
H -0.10936 1.44966 1.32051
H 0.77892 0.59448 2.63475
H -1.41993 -0.03990 3.37956
H -0.95356 -2.39887 2.29109
*
```

## Properties
structure (SMILES) = COC[C@H](C)N.COC[C@H](C)N.COC[C@H](C)N.COC[C@H](C)N.OCCO
gap between HOMO and LUMO = 9.158 eV
DFT total energy = -37715.1936 eV
ΔE to the lowest compared entry with this formula, charge and spin = 161.46 kcal per mole

DFT (wB97M-V/def2-TZVPD) results for a cluster of 2 separate species, C6H16N2O in total.

The geometry in ORCA input format:
```
! wB97M-V def2-TZVPD RIJCOSX def2/J DEFGRID3
* xyz 0 1
C -1.67485 -1.11135 -0.59228
C -1.11915 0.41106 -1.26452
C -1.84621 1.63333 -0.71785
N -0.78120 -2.18705 -0.57347
O -2.76745 -1.42358 -1.37624
H -3.15841 -0.50565 -1.46268
H -1.91995 -0.80473 0.43245
H -0.60591 -2.55589 -1.49974
H 0.08258 -1.99149 -0.07074
H -0.07210 0.44814 -0.95344
H -1.12040 0.40472 -2.36004
H -1.33466 2.56069 -0.98438
H -2.85810 1.69711 -1.12092
H -1.92147 1.58489 0.37199
C 2.61923 1.15475 0.30724
N 1.53540 -1.49468 1.31947
C 1.13497 -0.23894 1.79210
C 1.61083 0.93914 1.39466
H 2.41021 -1.48778 0.81189
H 1.51310 -2.22667 2.01457
H 0.41423 -0.29134 2.59749
H 1.21180 1.82754 1.86179
H 3.29887 0.30753 0.20325
H 3.22555 2.03423 0.52207
H 2.12310 1.31603 -0.65267
*
```

## Properties
structure (SMILES) = CC[C@H](N)O.C/C=C\N
gap between HOMO and LUMO = 9.164 eV
DFT total energy = -11508.0006 eV
ΔE to the lowest compared entry with this formula, charge and spin = 47.37 kcal per mole

DFT (wB97M-V/def2-TZVPD) results for a structure of composition C5H13BrFeInO4.

The geometry in ORCA input format:
```
! wB97M-V def2-TZVPD RIJCOSX def2/J DEFGRID3
* xyz 1 5
C 2.32814 -2.12795 0.38251
C 2.98492 -0.62862 0.03867
O 2.16755 0.06558 -0.99760
C 2.14162 1.53315 -0.71570
C 0.76100 1.76479 0.19854
O -0.24180 0.83352 -0.34129
C -1.57729 1.04820 0.25168
In -2.83432 -0.75686 -0.45276
O -3.28282 -0.60892 -2.50899
O -4.60506 -0.80027 0.72047
Br -1.41425 -2.94803 0.13710
H 1.75650 -2.04175 1.41535
H 3.18871 -2.94952 0.43781
H 1.59694 -2.45584 -0.49726
H 4.02503 -0.88048 -0.49032
H 3.16493 0.01204 1.00241
H 1.98494 2.16087 -1.71401
H 3.10974 1.89592 -0.16234
H 0.41702 2.88439 0.21139
H 1.01212 1.48757 1.33128
H -1.57508 1.01910 1.44301
H -2.14167 2.00012 -0.17226
H -2.61075 -0.03435 -2.99749
H -4.35107 -0.80363 1.70885
Fe -6.00506 0.33094 1.77094
*
```

## Properties
gap between HOMO and LUMO (alpha / beta) = 6.491 / 4.536 eV
DFT total energy = -123175.2738 eV

DFT (wB97M-V/def2-TZVPD) results for the ion C6H14N2 with charge +1.

The geometry in ORCA input format:
```
! wB97M-V def2-TZVPD RIJCOSX def2/J DEFGRID3
* xyz 1 2
C -0.86602 -1.52252 -2.25478
C -0.79567 -1.30540 -0.74092
C 0.59728 -1.52875 -0.17277
C 1.58629 -0.38013 -0.49709
C 1.58155 0.83225 0.43479
N 0.28843 1.51100 0.57935
C -0.57210 1.23391 1.56282
N -1.80294 1.55301 1.39873
H -1.77716 -1.93446 -2.68969
H -0.07479 -2.22151 -2.54338
H -0.64239 -0.63793 -2.82268
H -1.49903 -1.98846 -0.29758
H -1.19896 -0.34644 -0.43639
H 1.04285 -2.44790 -0.54683
H 0.54582 -1.65768 0.91002
H 2.59331 -0.77989 -0.42557
H 1.35966 -0.14533 -1.54396
H 1.84122 0.48584 1.42498
H 2.24427 1.59606 0.04814
H -0.07406 1.85002 -0.31067
H -0.14065 0.76569 2.44622
H -2.46411 1.14909 2.06112
*
```

## Properties
gap between HOMO and LUMO (alpha / beta) = 11.210 / 6.763 eV
DFT total energy = -9420.4323 eV
ΔE to the lowest compared entry with this formula, charge and spin = 15.50 kcal per mole